Below is a molecular structure, C19H29ClO9PSr, with properties calculated with wB97M-V/def2-TZVPD.

LUMO: 2.42 eV
F_max: 1.2 eV/Å
energy above the lowest of the compared OMol25 structures with the same formula, charge and spin: 5.04 kcal/mol
net charge: -1
HOMO: -3.4 eV

The geometry in XYZ format:
```
60
C19H29ClO9PSr | the OMol25 dataset | wB97M-V/def2-TZVPD
H 3.03 -2.87 -0.59
O -1.63 -3.12 0.82
O 0.63 -2.13 0.06
H 0.60 -0.22 4.12
C -1.27 3.31 -3.00
H -1.39 4.31 -2.59
H -3.03 3.40 -0.93
C 2.38 -2.58 -1.42
H -1.01 -2.76 -2.06
H 0.09 -2.70 3.96
H 3.68 0.79 0.52
H 0.02 4.01 -4.56
C -0.29 1.90 -4.66
H 2.49 -1.52 -1.61
H -2.17 0.09 -2.52
C 2.59 0.85 0.67
C -2.59 -0.78 2.92
C -1.93 2.24 -2.37
C 2.01 1.56 -0.55
C 0.04 -2.54 -2.27
H -1.45 -2.48 4.80
C 1.15 3.50 1.49
H -3.13 -0.75 3.88
O 1.96 0.98 -1.62
H 1.39 -4.63 0.14
C -0.47 -0.03 4.03
H -0.25 -4.65 -0.53
H 1.14 -5.02 -1.57
P -0.86 -1.87 0.60
H 0.14 -1.48 -2.50
C -0.91 0.80 -4.08
O -0.01 3.18 1.73
H 2.72 -3.13 -2.31
H 2.30 2.94 3.17
Cl 0.72 1.69 -6.08
O 2.23 1.37 1.93
H -0.92 0.00 5.02
C 2.33 2.76 2.09
O 1.46 2.71 -0.33
H -3.07 -1.53 2.29
O 1.45 4.78 1.20
C -1.13 -1.11 3.18
Sr -0.65 1.43 0.14
H -1.41 -3.25 3.20
H 3.27 3.15 1.68
H 0.62 5.19 0.94
C -2.69 2.40 -1.17
C -0.47 3.15 -4.11
H 0.33 -3.12 -3.15
O -1.48 -0.75 -0.21
H -0.77 -0.19 -4.50
C 0.94 -2.93 -1.11
H 2.22 -0.18 0.65
H -3.42 1.63 -0.92
H -2.71 0.20 2.46
O -0.39 -1.08 1.94
C -1.70 0.96 -2.96
C 0.79 -4.40 -0.74
H -0.59 0.96 3.57
C -0.97 -2.48 3.82
```

Below is a molecular structure, C19H29F5N5OOsSSi2Te, with properties calculated with wB97M-V/def2-TZVPD.

LUMO: -3.81 eV
F_max: 0.3 eV/Å
energy above the lowest of the compared OMol25 structures with the same formula, charge and spin: 48.48 kcal/mol
net charge: +1
HOMO: -11.6 eV

The geometry in XYZ format:
```
64
C19H29F5N5OOsSSi2Te | the OMol25 dataset | wB97M-V/def2-TZVPD
H -1.51 -1.72 -2.57
H 3.64 -0.84 -0.08
C -2.69 -1.31 0.47
S -1.20 0.38 3.52
C 0.11 1.46 3.97
C -1.55 -2.66 -2.03
H 3.42 0.82 -0.62
H 2.37 -0.63 -3.12
C 0.37 3.41 -1.12
H -2.34 -4.52 0.54
C -0.48 3.73 -2.32
H 2.87 0.33 1.00
H -2.98 -0.51 -0.21
H 0.92 -1.66 -3.03
C -1.06 1.29 -2.84
H 1.84 -4.02 0.83
H 0.00 1.77 -4.63
Te -3.16 2.72 -1.20
H -1.25 -3.93 1.78
H -3.55 -1.98 0.61
Os -0.44 0.15 1.34
H 1.65 3.36 1.18
F -3.87 1.36 -2.43
N 0.99 -1.12 2.31
H -0.61 -4.75 0.35
C 1.81 -3.25 1.59
C -1.55 2.71 -2.63
C -1.37 -4.05 0.71
H 1.06 1.56 -3.25
C 1.65 -1.24 3.47
H 0.31 0.14 -4.02
C 1.09 2.47 0.91
H -0.93 4.70 -2.16
C 1.08 -2.09 1.39
H 3.08 -4.25 2.98
F 0.36 3.87 -3.44
Si 1.36 -0.51 -0.84
F -1.82 1.46 0.81
C 0.29 -1.55 0.26
H 2.40 -2.14 -2.21
N 0.99 1.98 3.15
C 2.49 -3.37 2.78
H -2.06 3.03 -3.54
C 1.77 -1.28 -2.48
N 0.23 1.75 5.28
H 0.78 4.29 -0.64
H -2.53 -3.11 -2.22
O -0.93 0.63 -1.54
H -0.80 -3.34 -2.45
F -4.12 3.96 -2.22
C 0.16 1.17 -3.73
N 0.21 0.91 -0.73
F -2.30 4.31 -0.41
H -2.55 -0.89 1.48
H 2.95 -2.42 4.67
C 2.42 -2.35 3.73
H -1.88 0.72 -3.25
N 0.71 1.67 1.84
H -0.47 1.44 5.93
C 0.58 2.27 -0.45
Si -1.32 -2.43 -0.20
H 1.56 -0.43 4.19
C 2.95 0.01 -0.04
H 0.84 2.51 5.55
```

Below is a molecular structure, C19H29GaN3O, with properties calculated with wB97M-V/def2-TZVPD.

LUMO (alpha / beta): -12.68 / -13.04 eV
F_max: 2.2 eV/Å
net charge: +3
HOMO (alpha / beta): -18.7 / -18.7 eV

The geometry in XYZ format:
```
53
C19H29GaN3O | the OMol25 dataset | wB97M-V/def2-TZVPD
C 1.72 -2.29 -3.60
H 0.56 4.20 1.69
N 1.50 -0.99 -4.20
C 1.46 1.83 0.95
H -0.12 -2.32 2.88
C -4.10 -0.54 -1.75
H 4.18 0.77 0.97
N -2.14 -1.38 -0.72
H 2.63 2.48 -0.72
H 0.34 1.96 -3.65
C -0.48 1.02 2.28
H -2.34 2.09 2.28
H -0.44 -1.23 4.22
C -2.76 -0.42 -1.39
H 2.46 -2.29 2.06
H -1.62 -1.39 2.95
H 1.35 3.59 -0.27
C 2.05 0.57 1.06
N 0.79 1.19 -4.12
C 1.47 -0.40 1.99
C 2.09 2.90 0.12
H 2.37 -2.22 -2.72
C -4.12 -2.66 -0.64
C 0.11 -0.23 2.42
H 3.43 0.62 -0.59
C -1.84 1.28 2.81
H -2.23 -3.22 0.23
H 1.07 1.36 -5.08
H -1.80 1.57 3.86
C 3.37 0.26 0.44
H -2.46 0.39 2.76
Ga 0.26 -1.04 -0.63
H 2.80 3.47 0.71
C 0.94 0.00 -3.54
H 2.20 -2.94 -4.33
C 0.26 2.09 1.66
H -5.82 -1.83 -1.67
H 1.79 -0.85 -5.16
C -4.78 -1.69 -1.38
C -0.55 -1.36 3.14
H -2.17 0.45 -1.64
H 1.94 -1.68 3.61
H 0.77 -2.75 -3.30
H -4.57 0.25 -2.31
H 3.58 -0.81 0.44
C 2.34 -1.38 2.65
C -2.78 -2.47 -0.33
H -4.63 -3.57 -0.33
C -0.24 3.47 1.76
O 0.54 -0.16 -2.32
H -0.94 3.68 0.95
H 3.35 -0.98 2.78
H -0.79 3.62 2.69
```